#one
The following is a quantum chemistry calculation of a single C5H9N molecule, from the OMol25 dataset.

CARTESIAN COORDINATES (ANGSTROEM)
C: 0.46 -1.30 0.87
C: 0.58 0.00 0.07
C: 0.01 -0.16 -1.35
C: -0.10 1.17 0.83
C: -1.53 1.21 0.52
N: -2.61 1.14 0.13
H: 0.92 -1.19 1.86
H: 0.97 -2.11 0.35
H: -0.59 -1.59 1.01
H: 1.64 0.26 -0.01
H: 0.31 -1.11 -1.79
H: 0.35 0.65 -2.02
H: -1.08 -0.13 -1.34
H: 0.34 2.14 0.54
H: 0.05 1.07 1.91

Computed properties:
M	83.13	g mol⁻¹
charge	0
frontier orbital gap	12.342	eV
SMILES string	CC(C)CC#N
E_LUMO	0.90	eV

#two
The following is a quantum chemistry calculation of a single C5H9N molecule, from the OMol25 dataset.

CARTESIAN COORDINATES (ANGSTROEM)
N: -2.33 -0.17 -0.93
C: -1.28 -0.17 0.03
C: -1.46 -0.57 1.29
C: 2.51 0.41 -0.14
C: 1.04 0.77 0.03
C: 0.05 0.10 -0.53
H: -2.12 -0.70 -1.76
H: -3.15 -0.54 -0.47
H: -2.44 -0.70 1.72
H: -0.64 -0.69 1.98
H: 2.98 0.96 -0.96
H: 2.63 -0.66 -0.30
H: 3.06 0.79 0.73
H: 0.93 1.56 0.77
H: 0.24 -0.39 -1.49

Computed properties:
M	83.13	g mol⁻¹
charge	0
frontier orbital gap	9.315	eV
SMILES string	C=C(N)/C=C/C
E_LUMO	1.04	eV

Short version: #one is the most stable of them.

#one
The following is a quantum chemistry calculation of a single C9H13NO molecule, from the OMol25 dataset.

CARTESIAN COORDINATES (ANGSTROEM)
C: -0.79 0.61 -0.02
C: -1.86 1.11 0.60
C: -0.85 -0.74 -0.69
C: 1.53 1.30 -1.04
C: 0.43 1.34 -0.02
C: 1.77 0.72 0.12
C: -3.27 0.68 0.78
C: -0.49 -1.80 0.37
C: 3.57 -0.52 -0.03
N: -1.23 -0.71 -1.89
O: 2.53 -0.02 0.85
H: -1.65 2.04 1.02
H: 1.68 1.75 -1.99
H: 0.33 2.27 0.52
H: -3.94 1.60 0.81
H: -3.22 0.19 1.80
H: -3.70 -0.20 0.19
H: 0.53 -1.50 0.67
H: -1.16 -1.85 1.22
H: -0.40 -2.79 -0.19
H: 3.13 -1.21 -0.69
H: 4.39 -0.97 0.66
H: 4.14 0.22 -0.68
H: -1.48 -1.52 -2.38

Computed properties:
M	151.21	g mol⁻¹
charge	0
frontier orbital gap	9.194	eV
SMILES string	[H]/N=C(C)/C(=C\C)[C@@H]1C=C1OC
E_LUMO	0.90	eV

#two
The following is a quantum chemistry calculation of 2 unconnected molecules or ions with the total composition C9H13NO, from the OMol25 dataset.

CARTESIAN COORDINATES (ANGSTROEM)
N: 20.27 24.95 20.75
C: 20.38 23.88 19.92
C: 19.65 22.72 20.21
C: 18.72 22.72 21.29
C: 18.65 23.81 22.16
C: 19.36 24.96 21.76
H: 21.16 23.98 19.18
H: 19.60 21.83 19.61
H: 18.05 21.87 21.38
H: 17.90 23.90 22.93
H: 19.50 25.83 22.38
C: 22.14 21.12 17.56
C: 20.90 21.20 18.42
C: 21.57 21.63 19.72
O: 22.77 20.94 19.78
C: 23.27 20.63 18.49
H: 22.51 22.08 17.21
H: 22.05 20.44 16.72
H: 20.25 20.34 18.58
H: 20.23 21.92 17.96
H: 20.96 21.48 20.62
H: 21.92 22.65 19.64
H: 23.32 19.55 18.41
H: 24.25 21.08 18.34

Computed properties:
M	151.21	g mol⁻¹
charge	0
frontier orbital gap	9.861	eV
SMILES string	c1ccncc1.C1CCOC1
E_LUMO	0.70	eV

Short version: #two is the most stable of them.

#one
The following is a quantum chemistry calculation of 2 unconnected molecules or ions with the total composition C9H13NO, from the OMol25 dataset.

CARTESIAN COORDINATES (ANGSTROEM)
C: -4.42 -0.02 0.71
C: -3.22 0.29 -0.06
C: -1.27 -0.39 -0.98
C: 2.75 1.59 -0.30
C: 2.49 1.19 1.04
C: 2.54 -0.22 1.48
C: 3.07 -1.08 0.59
C: 3.32 -0.75 -0.75
C: 3.16 0.57 -1.22
H: -4.11 -0.78 1.34
H: -5.35 -0.31 0.01
H: -4.87 1.00 1.34
H: -2.59 -1.69 0.09
H: -1.16 0.65 -0.94
H: -0.50 -0.94 -0.40
H: -1.12 -1.04 -1.98
H: 2.58 2.58 -0.63
H: 2.15 1.95 1.75
H: 2.21 -0.36 2.52
H: 2.99 -2.12 0.97
H: 3.34 -1.51 -1.64
H: 3.43 0.72 -2.18
N: -2.50 -0.72 -0.38
O: -2.93 1.39 -0.37

Computed properties:
M	151.21	g mol⁻¹
charge	0
frontier orbital gap	9.872	eV
SMILES string	CNC(C)=O.c1ccccc1
E_LUMO	0.72	eV

#two
The following is a quantum chemistry calculation of 2 unconnected molecules or ions with the total composition C9H13NO, from the OMol25 dataset.

CARTESIAN COORDINATES (ANGSTROEM)
C: 2.41 1.08 2.97
C: 2.45 1.36 1.49
O: 3.32 0.97 0.74
N: 1.46 2.22 1.05
H: 2.92 0.14 3.18
H: 1.38 0.98 3.31
H: 1.39 2.49 0.09
H: 0.67 2.52 1.62
H: 2.92 1.88 3.51
C: -3.38 -0.50 -1.44
C: 0.04 -1.07 0.15
C: -1.31 -0.73 0.02
C: 0.75 -1.35 -1.01
C: -1.95 -0.84 -1.21
C: 0.20 -1.28 -2.28
C: -1.18 -1.10 -2.34
H: 0.51 -1.07 1.12
H: -1.83 -0.29 0.87
H: 1.80 -1.61 -0.97
H: 0.76 -1.47 -3.18
H: -4.00 -0.28 -0.56
H: -3.96 -1.32 -1.86
H: -1.74 -1.13 -3.27
H: -3.64 0.39 -2.01

Computed properties:
M	151.21	g mol⁻¹
charge	0
frontier orbital gap	9.737	eV
SMILES string	Cc1ccccc1.CC(N)=O
E_LUMO	0.73	eV

#three
The following is a quantum chemistry calculation of 2 unconnected molecules or ions with the total composition C9H13NO, from the OMol25 dataset.

CARTESIAN COORDINATES (ANGSTROEM)
C: 0.03 2.75 1.68
C: -1.14 2.97 0.72
O: -2.32 2.99 1.04
N: -0.74 3.02 -0.69
H: -0.13 3.28 2.61
H: 1.00 2.96 1.17
H: -1.41 3.18 -1.39
H: 0.24 3.01 -0.96
H: 0.24 1.63 1.78
C: 1.31 -0.69 -2.00
C: 0.71 -2.44 1.13
C: 1.44 -1.78 0.13
C: -0.65 -2.72 1.05
C: 0.52 -1.36 -0.91
C: -1.50 -2.24 0.14
C: -0.81 -1.65 -1.11
H: 1.25 -2.75 2.09
H: 2.42 -1.81 0.37
H: -1.03 -3.28 1.97
H: -2.54 -2.33 0.05
H: 0.96 -1.16 -2.98
H: 2.28 -0.67 -1.84
H: -1.27 -1.31 -1.99
H: 1.14 0.39 -2.06

Computed properties:
M	151.21	g mol⁻¹
charge	0
frontier orbital gap	9.716	eV
SMILES string	Cc1ccccc1.CC(N)=O
E_LUMO	0.68	eV

Short version: #two is the most stable of them.

#one
The following is a quantum chemistry calculation of 2 unconnected molecules or ions with the total composition C9H13NO, from the OMol25 dataset.

CARTESIAN COORDINATES (ANGSTROEM)
C: -1.32 -1.53 -2.20
C: -1.21 -2.57 -1.18
C: -1.68 -2.46 0.07
C: -2.65 -1.46 0.48
C: -2.88 -0.52 -0.62
C: -2.14 -0.52 -1.89
C: 2.18 2.19 -0.93
C: 2.48 1.85 0.61
C: 1.28 0.79 2.61
H: -0.71 -1.62 -3.10
H: -0.56 -3.38 -1.46
H: -1.20 -3.33 0.77
H: -3.40 -1.42 1.32
H: -3.33 0.59 -0.28
H: -2.23 0.56 -2.38
H: 0.85 2.03 -0.93
H: 2.76 1.53 -1.64
H: 2.35 3.25 -1.13
H: 0.61 0.38 0.63
H: 1.99 1.22 3.11
H: 0.34 1.31 2.90
H: 1.10 -0.35 2.60
N: 1.52 0.86 1.05
O: 3.31 2.32 1.33

Computed properties:
M	151.21	g mol⁻¹
charge	0
frontier orbital gap	9.921	eV
SMILES string	CNC(C)=O.c1ccccc1
E_LUMO	0.61	eV

#two
The following is a quantum chemistry calculation of 2 unconnected molecules or ions with the total composition C9H13NO, from the OMol25 dataset.

CARTESIAN COORDINATES (ANGSTROEM)
C: -1.57 1.11 -1.05
C: -0.53 1.21 -2.09
C: 1.79 1.85 -2.59
C: -1.04 -1.34 1.12
C: 0.02 -0.46 0.88
C: 1.11 -0.40 1.75
C: 1.15 -1.24 2.78
C: 0.09 -2.14 3.10
C: -1.05 -2.14 2.29
H: -1.28 1.55 -0.08
H: -1.77 0.06 -0.90
H: -2.49 1.50 -1.41
H: 0.80 1.99 -0.75
H: 1.60 1.45 -3.55
H: 2.20 2.89 -2.67
H: 2.61 1.25 -2.32
H: -1.92 -1.26 0.45
H: -0.06 0.15 0.02
H: 1.99 0.27 1.50
H: 2.05 -1.17 3.42
H: 0.11 -2.67 4.10
H: -1.91 -2.78 2.45
N: 0.62 1.82 -1.72
O: -0.77 0.67 -3.17

Computed properties:
M	151.21	g mol⁻¹
charge	0
frontier orbital gap	10.139	eV
SMILES string	CNC(C)=O.c1ccccc1
E_LUMO	0.71	eV

Short version: #two is the most stable of them.